This record from the Open Molecules 2025 dataset describes a 2-piece molecular cluster, C3H10N2O2 overall. The level of theory is the ωB97M-V functional and the def2-TZVPD basis.

Geometry as XYZ:
```
17
Properties=species:S:1:pos:R:3:forces:R:3
N 0.8045 -0.7756 0.2154 -2.06 -0.52 -1.07
C -0.1634 0.2471 -0.2537 0.56 0.36 -1.44
C 0.3978 1.0261 -1.5778 1.46 2.49 3.26
C -1.5222 -0.3495 -0.6245 -1.71 -1.32 -1.85
N -2.7188 0.4296 -0.4207 4.31 -2.88 0.45
O -1.6994 -1.4097 -1.2664 1.00 1.50 1.74
H 0.8628 -1.5944 -0.4025 -0.52 0.70 0.22
H 1.7364 -0.6066 0.5466 -0.02 1.12 0.44
H -0.4108 1.0793 0.4188 0.73 -0.64 0.59
H 0.3231 0.5048 -2.4603 0.35 -1.96 -1.74
H 0.0201 2.0640 -1.9286 0.06 -1.30 1.38
H 1.4748 1.1833 -1.1457 -1.66 -0.14 -1.63
H -3.3934 -0.2948 -0.6940 -0.79 2.00 -0.26
H -2.4130 1.3861 -0.3684 -1.80 0.51 -0.07
H 2.3972 -1.7234 3.2367 0.88 -1.33 0.45
H 2.3522 -0.2542 3.6617 0.11 -0.13 0.04
O 1.9521 -0.9121 3.0635 -0.90 1.54 -0.52
```
Forces are in eV/Å.

Properties
<S²>	0.750
net charge	-1
spin multiplicity	2
relative energy (zero: lowest compared OMol25 entry of this formula, charge and spin)	52.3	kcal per mole

This record from the Open Molecules 2025 dataset describes one molecule with the formula C4H4. The level of theory is the ωB97M-V functional and the def2-TZVPD basis.

Geometry as XYZ:
```
8
Properties=species:S:1:pos:R:3:forces:R:3
C 1.3887 0.1257 -0.0007 2.58 5.00 -0.24
C 0.0870 0.1174 -0.0328 0.70 -0.42 0.23
C -1.2938 0.5006 0.0191 0.17 0.33 0.29
C -0.9687 -0.7788 0.0003 -2.34 -0.73 -0.36
H 2.0757 -0.6559 -0.0273 0.34 -1.72 -0.04
H 1.9950 1.1517 -0.0249 -1.61 -2.07 0.14
H -1.9774 1.3445 0.1265 0.15 -0.62 -0.20
H -1.3064 -1.8052 -0.0603 0.01 0.23 0.18
```
Forces are in eV/Å.

Properties
SMILES string	C=C1C=C1
net charge	0
relative energy (zero: lowest compared OMol25 entry of this formula, charge and spin)	31.0	kcal per mole

This record from the Open Molecules 2025 dataset describes a 12-piece molecular cluster, C47H97O29PS8 overall. The level of theory is the ωB97M-V functional and the def2-TZVPD basis.

Geometry as XYZ:
```
182
Properties=species:S:1:pos:R:3:forces:R:3
C 1.1190 6.2694 -2.7249 -1.96 -1.66 0.66
C 0.7387 5.3500 -1.5012 0.44 0.14 0.52
C -0.7091 5.6480 -1.0649 -1.12 0.42 -0.09
S -1.2363 7.2459 -1.7957 -0.64 -0.74 0.23
O -1.6516 8.1721 -0.7413 0.66 -0.59 -1.15
O -2.1502 7.0026 -2.9212 1.29 0.44 1.03
C 0.4294 7.5754 -2.4018 1.04 0.75 -0.64
H 0.6086 5.7999 -3.5658 0.30 0.15 -0.49
H 2.1823 6.3920 -2.9311 -0.12 -0.14 0.23
H 1.4399 5.5473 -0.6904 -0.12 0.26 0.22
H 0.8453 4.2738 -1.6375 -0.02 0.06 -0.49
H -0.9797 5.7429 -0.0133 0.93 0.26 0.19
H -1.4849 4.9381 -1.3520 0.32 -0.26 -0.73
H 1.0606 8.0024 -1.6224 -0.57 0.52 0.29
H 0.4462 8.2121 -3.2863 -0.42 0.30 0.23
C 4.8077 -3.5013 3.2500 -0.85 1.18 -1.05
C 5.8745 -2.4898 2.7489 0.50 -2.47 -1.04
C 5.8319 -2.5061 1.1721 -0.20 0.73 0.90
S 4.0731 -2.7530 0.7294 0.30 -1.65 0.16
O 3.9784 -4.0614 -0.0056 -0.14 2.68 1.53
O 3.5419 -1.5330 0.1126 0.14 -1.11 0.48
C 3.5210 -2.9626 2.5521 0.69 -0.58 0.14
H 4.7690 -3.4706 4.3389 -0.43 0.26 0.12
H 4.9619 -4.5502 2.9967 0.46 0.15 -0.35
H 6.8091 -2.9476 3.0729 0.43 0.63 -0.04
H 5.7375 -1.4961 3.1752 -0.11 -0.04 -0.04
H 6.4403 -3.2485 0.6556 -0.31 -0.40 0.42
H 6.1847 -1.5510 0.7831 -0.40 0.25 -0.13
H 2.6336 -3.5769 2.7049 -0.04 -0.15 -0.67
H 3.3226 -2.0050 3.0335 -0.10 0.53 -0.50
C -6.2209 -1.8449 3.1885 -1.27 -1.73 -0.12
C -5.0283 -1.2147 2.5229 -0.05 -0.41 -0.07
C -4.1348 -0.8288 3.7060 -0.18 0.72 -0.65
S -5.3040 0.0634 4.8291 -1.07 0.94 0.42
O -5.4724 1.4886 4.4057 0.52 -2.68 0.58
O -5.0667 -0.2167 6.2600 -0.04 0.29 -1.99
C -6.8045 -0.9487 4.2289 0.09 1.61 0.51
H -6.0025 -2.8023 3.6615 0.83 -0.02 0.17
H -6.9858 -2.2010 2.4984 -0.17 0.55 -0.38
H -5.3145 -0.3906 1.8694 0.01 0.43 0.39
H -4.6115 -1.9237 1.8075 0.57 -0.07 0.35
H -3.3125 -0.1789 3.4068 -0.04 0.08 0.46
H -3.7772 -1.7232 4.2163 -0.02 0.14 0.18
H -7.5430 -0.2708 3.8009 0.39 0.48 -0.09
H -7.3393 -1.3951 5.0672 0.62 -0.26 0.15
C 6.3616 2.0936 1.5288 0.43 0.46 -0.42
C 6.9677 2.3895 0.1319 -1.03 0.55 -0.61
C 6.2182 3.6489 -0.4179 -0.28 -0.16 0.18
S 4.4629 3.5759 0.1979 1.19 0.22 0.70
O 3.6051 2.9716 -0.8218 0.67 0.47 0.97
O 4.1221 4.8668 0.7964 0.01 -1.03 -0.75
C 4.8788 2.3604 1.5484 -1.37 0.36 -0.50
H 6.8025 2.8110 2.2209 0.20 -0.22 0.19
H 6.5167 1.0783 1.8937 0.37 0.07 -0.07
H 6.8368 1.5421 -0.5410 -0.10 0.01 -0.03
H 8.0276 2.6439 0.1358 0.01 -0.24 0.33
H 6.1897 3.8167 -1.4945 -0.09 -0.60 -0.09
H 6.6824 4.5602 -0.0408 -0.30 0.00 0.49
H 4.2064 1.5252 1.3519 0.34 -0.34 -0.17
H 4.5912 2.7385 2.5294 -0.22 0.40 -0.26
C -2.9467 4.2360 3.5213 1.55 0.66 -0.74
C -4.3875 4.6660 3.5814 0.30 0.18 -0.53
C -4.9411 4.2586 2.2282 -0.91 -1.20 0.46
S -3.7250 4.4922 0.9328 1.00 1.91 -0.44
O -3.9708 5.7435 0.1551 0.26 -2.56 1.24
O -3.4895 3.2157 0.2535 -0.35 1.26 0.56
C -2.3837 4.8554 2.1602 -0.36 -0.21 0.90
H -2.7694 3.1615 3.5675 -0.44 -0.20 -0.36
H -2.4767 4.5761 4.4441 0.58 0.44 -0.33
H -4.4159 5.7489 3.7023 -0.17 0.03 0.28
H -4.8501 4.1326 4.4118 -0.48 0.23 -0.20
H -5.9437 4.6093 1.9835 0.26 0.15 -0.26
H -4.9505 3.1745 2.3409 -0.43 -0.24 -0.48
H -2.3151 5.9416 2.2195 -0.56 0.15 0.10
H -1.3799 4.5944 1.8250 -0.25 -0.89 -0.03
C 0.8613 -0.4664 1.5157 -0.67 -1.98 1.22
C -0.7049 -0.6100 1.7696 1.71 0.47 1.93
C -1.3763 0.7178 1.4741 -0.76 -0.53 -2.39
S -0.1573 1.7118 0.4760 -0.22 0.93 0.41
O 0.3622 2.7932 1.3656 -0.62 -1.64 -1.66
O -0.7340 2.0935 -0.8236 0.79 -0.35 1.33
C 1.1202 0.3439 0.3203 -1.07 1.22 -0.80
H 1.2016 -1.4699 1.2604 0.17 -0.08 0.29
H 1.4030 -0.1930 2.4212 -0.06 0.29 -0.07
H -0.8492 -0.7837 2.8359 0.24 -0.22 0.19
H -1.0721 -1.5213 1.2976 -0.28 0.61 -0.56
H -1.9324 1.3179 2.1944 1.03 0.02 0.60
H -2.1871 0.4336 0.8033 0.00 0.54 -0.67
H 2.1138 0.7554 0.1424 -0.16 0.15 0.31
H 0.8472 -0.3002 -0.5156 -0.21 0.57 -0.43
C 1.3222 -4.1667 6.3562 0.21 0.84 0.29
C 0.4004 -2.9120 6.1198 0.42 -0.43 -0.61
C -0.9303 -3.4503 5.5342 1.32 0.20 1.00
S -0.3719 -4.6897 4.3485 -0.78 -1.11 -0.41
O -0.0721 -3.9596 3.1182 -0.03 -0.69 0.69
O -1.2682 -5.8638 4.3328 1.00 1.82 -0.22
C 1.1305 -5.2231 5.2529 -0.68 0.64 0.35
H 1.1740 -4.5668 7.3592 -0.35 -0.18 -0.11
H 2.3731 -3.8775 6.3390 0.03 0.32 0.02
H 0.8724 -2.2067 5.4358 0.16 -0.30 -0.58
H 0.2756 -2.2432 6.9714 -0.24 -0.62 0.49
H -1.5052 -2.6405 5.0849 -0.19 -0.44 -0.25
H -1.4217 -3.9670 6.3586 -0.50 -0.04 -0.31
H 2.0293 -5.2839 4.6393 -0.36 0.06 -0.41
H 0.8632 -6.2106 5.6290 0.08 0.10 -0.04
C -2.5641 -0.6466 -4.2147 0.42 -0.34 0.38
C -3.4816 -1.8754 -4.1623 0.44 -1.20 0.78
C -3.1007 -2.6889 -2.8768 -0.46 0.92 0.77
S -2.6168 -1.4185 -1.6422 -0.31 0.65 -1.42
O -1.2243 -1.6819 -1.3231 -0.23 0.14 0.61
O -3.6272 -1.2193 -0.5995 1.01 -0.31 -0.69
C -2.6005 0.0067 -2.8562 -1.04 -0.73 1.60
H -2.8556 0.0650 -4.9872 0.19 -0.12 -0.08
H -1.5300 -0.9718 -4.3280 -0.12 -0.06 -0.54
H -3.3512 -2.5894 -4.9755 0.14 0.36 -0.36
H -4.5364 -1.6008 -4.1640 -0.01 0.10 0.25
H -2.2197 -3.3295 -2.9149 0.06 0.17 -0.54
H -3.8811 -3.2832 -2.4014 -0.20 0.14 -0.31
H -1.7669 0.6242 -2.5218 -0.10 0.11 -0.27
H -3.5630 0.4848 -2.6743 0.10 0.34 0.05
C 0.5376 -5.4578 -6.0948 0.23 0.36 0.44
O 0.2629 -4.7916 -4.8469 1.03 1.40 0.50
C 1.1960 -3.9006 -4.3257 2.60 -1.26 -1.21
O 2.3061 -3.6483 -4.8980 -4.57 -0.43 2.56
O 0.7362 -3.5831 -3.0821 -0.56 -0.09 -3.12
C 1.5876 -2.8893 -2.2125 1.52 0.41 0.62
H 1.1799 -6.3246 -5.9389 -0.22 -0.16 0.26
H 1.0865 -4.8431 -6.8082 -0.34 0.35 0.07
H -0.4615 -5.7368 -6.4295 0.32 -0.11 -0.29
H 2.3854 -3.6054 -2.0151 0.09 0.41 0.86
H 1.0079 -2.5277 -1.3633 -0.01 -0.76 0.05
H 2.0594 -1.9793 -2.5832 -0.14 -0.11 -0.74
C -1.6241 -4.4519 0.3785 2.14 0.58 1.81
O -2.4852 -4.7901 -0.6406 -1.79 -0.83 -2.21
C -3.4101 -5.7410 -0.5276 -1.11 -1.98 4.40
O -3.5650 -6.4740 0.5023 0.60 2.36 -4.06
O -4.2581 -5.7010 -1.5813 0.72 0.12 -0.40
C -5.2804 -6.6960 -1.7172 -0.30 -0.67 0.79
H -1.0033 -3.6341 0.0124 -0.48 0.24 -0.14
H -0.8567 -5.1805 0.6399 -0.49 -0.72 -0.13
H -2.0951 -4.1489 1.3136 -0.37 -0.10 -0.19
H -6.1488 -6.4612 -1.1017 0.22 0.15 0.32
H -4.9221 -7.6866 -1.4368 0.17 0.15 0.18
H -5.6830 -6.7900 -2.7258 0.71 0.65 -0.26
C 0.9091 2.1073 4.1256 0.88 -0.22 -0.98
O 0.6656 1.6314 5.4244 -1.90 -1.06 1.77
C -0.5424 1.0218 5.6372 0.08 0.49 -0.83
O -1.4192 0.8560 4.7930 1.30 0.12 1.20
O -0.6390 0.6436 6.9305 1.36 -0.09 -0.91
C -1.7681 -0.1458 7.2334 -1.85 0.43 -0.11
H 0.5305 1.3880 3.3995 -0.36 0.66 0.05
H 1.9907 2.1063 3.9904 0.10 -0.11 0.22
H 0.6209 3.1491 3.9848 -0.65 -0.27 -0.05
H -1.9289 -1.0344 6.6231 0.58 0.05 -0.21
H -2.6304 0.4898 7.0320 -0.31 -0.24 0.21
H -1.8001 -0.4478 8.2802 0.59 0.31 -0.06
C 0.0550 -0.4545 -6.2463 -0.49 0.50 -0.77
C 1.2302 -0.6501 -7.2064 -0.37 -0.10 0.95
O 2.3986 -0.1107 -6.6296 1.97 1.95 0.85
P 2.6893 1.4943 -6.3585 1.77 -0.11 1.03
O 4.1096 1.8745 -5.9496 -3.22 -1.55 -0.72
O 2.2661 2.1615 -7.7387 0.82 -1.03 0.20
C 3.1983 1.7780 -8.8198 -1.53 1.59 -0.84
C 3.2432 3.0402 -9.6663 0.46 -0.36 -0.23
O 1.5314 2.0113 -5.3789 0.11 -0.42 -0.74
C 1.7850 2.3140 -4.0012 1.50 -0.92 1.50
C 1.4987 1.1963 -2.9528 -0.42 0.84 -0.72
H -0.7029 -1.2020 -6.4804 -0.17 0.08 0.14
H 0.2926 -0.4695 -5.1826 0.60 -0.62 -0.18
H -0.3681 0.5460 -6.3366 -0.22 -0.01 -0.36
H 1.4010 -1.7206 -7.3202 0.31 0.01 0.06
H 1.1194 -0.2370 -8.2089 -0.52 0.18 0.04
H 4.2113 1.4750 -8.5550 -0.31 0.00 0.72
H 2.7211 1.0038 -9.4206 -0.03 -0.28 0.33
H 3.9272 3.7672 -9.2285 0.19 -0.08 -0.26
H 3.5495 2.6764 -10.6471 0.35 0.63 -0.25
H 2.2855 3.5501 -9.7710 -0.16 -0.41 0.11
H 2.8515 2.5138 -3.8966 0.05 0.28 -0.19
H 1.2611 3.2141 -3.6796 -0.30 -0.09 -0.55
H 1.9120 1.5931 -2.0256 -0.19 0.09 0.06
H 0.4192 1.0897 -2.8452 0.06 -0.25 0.19
H 1.9745 0.2248 -3.0861 0.08 0.12 -0.56
```
Forces are in eV/Å.

Properties
<S²>	0.751
net charge	-1
spin multiplicity	2
E	-205656.4601	eV

| no. | molecular weight (g mol⁻¹) |
| --- | --- |
| 1 | 106.12 |
| 2 | 52.08 |
| 3 | 1413.77 |